ORCA calculation (the ωB97M-V functional and the def2-TZVPD basis) on a cluster of 2 separate species, C3H3I3O in total.

Output
Frontier orbital gap = 8.52 eV
Highest occupied orbital energy = -9.2293 eV
Largest force on an atom = 3.2 eV/Å
LUMO level = -0.71 eV
Spin multiplicity = 1
Energy relative to the best compared isomer or geometry (same formula, charge and spin) = 20.4 kcal/mol

CARTESIAN COORDINATES (ANGSTROEM)
O: -1.6261 0.7172 3.3340
C: -2.1735 0.2207 2.4218
C: -2.7031 -0.5374 1.5343
I: -3.0116 0.1885 -0.4594
H: -3.1511 -1.5042 1.7828
I: 2.4446 1.6667 0.0495
C: 1.4247 -0.1782 0.6334
I: 1.7026 -2.0507 -0.2602
H: 1.7595 -0.0552 1.6710
H: 0.4171 0.1859 0.4584

Löwdin atomic charge list, values in e, 2 entries:
1. O 0.16
2. C -0.37